{"formula": "C23H77F3N17O17", "method": "ωB97M-V/def2-TZVPD", "energy_ha": -3432.212865, "de_lowest_kcal_mol": 134.75, "orbital_gap_ev": 8.157, "e_homo_ev": -6.816, "charge": -1, "elements": ["F", "F", "F", "O", "O", "O", "O", "O", "O", "O", "O", "O", "O", "O", "O", "O", "O", "O", "O", "O", "N", "N", "N", "N", "N", "N", "N", "N", "N", "N", "N", "N", "N", "N", "N", "N", "N", "C", "C", "C", "C", "C", "C", "C", "C", "C", "C", "C", "C", "C", "C", "C", "C", "C", "C", "C", "C", "C", "C", "C", "H", "H", "H", "H", "H", "H", "H", "H", "H", "H", "H", "H", "H", "H", "H", "H", "H", "H", "H", "H", "H", "H", "H", "H", "H", "H", "H", "H", "H", "H", "H", "H", "H", "H", "H", "H", "H", "H", "H", "H", "H", "H", "H", "H", "H", "H", "H", "H", "H", "H", "H", "H", "H", "H", "H", "H", "H", "H", "H", "H", "H", "H", "H", "H", "H", "H", "H", "H", "H", "H", "H", "H", "H", "H", "H", "H", "H"], "xyz": [[-2.7128, 8.1406, 15.0127], [-1.0704, 8.9565, 13.7767], [-2.5697, 7.7091, 13.0057], [-7.8840, 10.9115, 14.7058], [1.5606, 6.0320, 9.8801], [-6.8261, 7.2207, 13.7144], [-1.6919, 11.4078, 19.5740], [-3.3114, 10.7811, 14.8461], [-1.2083, 9.9184, 10.5494], [-0.8330, 11.5995, 15.3859], [0.0668, 14.2655, 10.6177], [-8.4984, 16.7219, 13.9313], [-2.4954, 6.3135, 8.6105], [-3.0361, 10.7877, 12.5446], [1.4576, 8.1754, 14.2322], [-6.3375, 10.8322, 18.4385], [-3.8548, 13.9834, 12.9100], [-1.9193, 14.7599, 14.5351], [-5.9825, 13.1418, 9.4832], [-2.1967, 4.6188, 13.9424], [-4.1294, 7.8053, 18.3119], [-0.9570, 5.8209, 15.4032], [-1.6592, 13.0483, 10.9379], [-3.4784, 7.9887, 9.8473], [-0.3209, 6.9862, 10.6380], [-0.1575, 13.1722, 12.5613], [-6.8107, 17.8476, 15.9729], [-8.2029, 12.1118, 16.5941], [-3.5840, 12.6667, 19.8408], [1.4326, 8.2081, 10.3730], [-5.9244, 12.2612, 11.5200], [-9.0401, 12.7619, 14.8189], [-4.4664, 11.6332, 9.9980], [-0.0514, 4.9062, 13.7011], [-4.5407, 7.1161, 8.1963], [-6.1874, 8.9814, 10.4974], [-1.6414, 13.3916, 20.4023], [-3.4322, 7.0840, 8.8637], [-6.4357, 8.1649, 12.7723], [-6.8449, 11.7373, 19.4133], [-8.3384, 11.8580, 15.3155], [-5.8078, 9.6119, 18.9189], [-3.4232, 10.0377, 13.6135], [-5.7097, 8.3703, 16.7023], [-2.4335, 8.7542, 13.8383], [0.8643, 7.0120, 10.1634], [-7.2471, 6.7998, 10.7924], [-8.1796, 7.2621, 14.2548], [-3.8854, 12.5651, 16.4816], [-6.2453, 16.6167, 15.2728], [-2.2653, 12.3786, 19.8840], [-5.3749, 15.7525, 16.1667], [-4.9086, 8.9215, 17.8972], [-7.5398, 15.9410, 14.6032], [-8.0217, 17.6429, 12.9201], [-5.4621, 12.4336, 10.3114], [-7.1029, 8.2073, 11.3682], [-1.1638, 5.0932, 14.3573], [-4.3435, 11.7023, 15.2525], [-0.5107, 13.5492, 11.3217], [-4.5459, 13.2550, 17.0068], [-6.6633, 8.9968, 19.1978], [-1.5752, 13.8935, 14.7522], [-2.0437, 13.5592, 10.1561], [-6.5421, 9.1660, 13.1902], [-1.7164, 6.2731, 15.8920], [-0.7725, 12.5053, 13.0054], [-8.2439, 6.4312, 14.9572], [-0.6464, 13.4363, 20.5699], [-7.1354, 15.3370, 13.7909], [-7.8849, 11.4483, 19.5645], [0.6522, 5.6172, 13.8410], [-1.5041, 10.2304, 11.4046], [-5.5457, 11.5574, 12.1375], [-0.8906, 12.0299, 16.2390], [0.6053, 8.3580, 13.8367], [-4.5283, 16.3180, 16.5560], [-7.8939, 15.2638, 15.3805], [-8.0498, 8.7389, 11.4622], [-2.6232, 8.3627, 10.2329], [-4.7745, 13.8672, 12.6717], [-3.9931, 13.4306, 20.3596], [-6.2747, 6.3087, 10.7556], [-3.5044, 8.3617, 18.8775], [-6.1840, 9.9452, 10.7992], [0.0059, 6.0295, 15.6253], [0.8579, 9.0221, 10.5378], [-6.6410, 7.8791, 16.9842], [-7.4872, 6.9319, 9.7374], [-4.3350, 12.1463, 19.4102], [-8.7971, 18.2578, 12.4632], [-3.7461, 11.7863, 17.2314], [-7.8103, 11.4364, 17.2343], [-5.9915, 9.2565, 16.1336], [-5.9198, 15.3628, 17.0266], [0.7440, 13.4753, 12.9014], [-8.4735, 8.2562, 14.5917], [-4.1479, 9.6129, 17.5347], [-0.9224, 7.7921, 10.7323], [-4.6771, 6.4738, 7.4289], [-1.7402, 11.3961, 15.1581], [-7.9267, 6.2398, 11.4348], [-2.1223, 14.2312, 20.1124], [-7.3639, 18.4117, 13.3254], [-5.1703, 11.0692, 15.5744], [-0.7479, 10.6657, 10.1675], [-5.5935, 16.8706, 14.4369], [2.4379, 8.2045, 10.2761], [-5.2561, 9.8513, 19.8279], [-4.4706, 9.7367, 13.5912], [-2.0358, 12.1516, 11.2102], [-9.0164, 12.7084, 13.8106], [-4.1056, 11.0989, 10.7755], [-3.4251, 13.1840, 12.6056], [-0.2497, 4.4565, 12.8187], [-8.8078, 7.1068, 13.3777], [-7.5946, 17.1617, 12.0403], [-6.1828, 18.6354, 15.9008], [-6.2885, 11.7598, 20.3503], [-6.8199, 12.6833, 11.7199], [-9.8629, 13.2015, 15.2060], [-5.3784, 7.9398, 12.6322], [-4.0700, 11.5679, 9.0714], [-6.8656, 12.7714, 19.0693], [-4.3259, 8.5216, 9.9808], [-2.5492, 14.5989, 13.8326], [-5.1719, 7.6645, 16.0692], [-8.4874, 13.0015, 16.9781], [2.0686, 8.7375, 13.7559], [-4.8884, 14.8776, 15.7355], [-3.5439, 7.6728, 17.4997], [-5.3070, 7.6768, 8.5405], [-6.8031, 17.6770, 16.9684], [-6.5311, 9.2261, 9.5798], [-4.7261, 12.4000, 14.5076], [-0.7723, 6.0848, 10.5760], [-2.9819, 13.1048, 16.1978]], "forces_ev_per_angstrom": [[0.1, 1.0, 0.9], [-1.5, 1.3, 0.4], [-0.9, 0.8, -1.4], [1.0, -1.0, -0.6], [-0.5, -0.1, -0.6], [-1.0, -0.8, 1.0], [1.0, -4.5, -1.6], [0.6, 0.7, 0.8], [0.5, -0.4, -0.5], [1.1, 0.6, -0.1], [3.9, 4.4, -3.3], [-0.6, 1.3, 0.2], [-0.6, 0.7, 0.1], [-0.5, -0.9, 0.6], [0.3, -0.4, 0.3], [0.7, 1.3, -0.7], [-0.3, 0.5, 0.0], [0.4, 0.6, 0.8], [-1.1, 1.7, -0.9], [-1.9, -0.4, 0.3], [1.0, 0.0, 2.1], [-0.1, 2.4, 4.1], [-3.6, -1.3, -1.6], [1.2, 0.9, 1.5], [-5.1, -1.8, 1.0], [0.7, -0.4, 0.5], [1.0, -0.8, -0.3], [1.0, -0.5, 4.4], [-3.4, 0.1, -0.4], [1.6, 1.8, -0.7], [-1.7, 0.1, 3.8], [-4.5, 5.5, -6.1], [2.2, -1.6, 0.1], [3.0, -1.0, -2.0], [-3.9, -0.6, -3.0], [0.0, 0.8, 0.3], [1.5, 4.8, 1.7], [3.4, -0.9, 1.1], [0.2, 0.7, -0.4], [-0.5, -0.7, -0.2], [2.2, -3.8, 2.3], [0.0, -0.4, 0.9], [1.6, 1.5, -1.1], [-0.7, 1.5, -0.2], [-0.2, -1.4, 0.3], [4.0, -0.7, 0.8], [0.5, 0.9, 0.1], [1.1, 0.3, -2.1], [0.5, -1.9, -0.4], [-1.7, 1.2, -0.7], [-1.3, 0.1, 0.3], [-0.1, -0.5, 0.5], [-1.6, 0.0, -2.7], [2.9, -0.4, -0.6], [0.1, -0.1, 0.4], [0.0, 0.0, -3.2], [0.6, -0.6, 0.1], [-1.7, -1.1, -1.6], [-1.1, 0.2, 0.7], [-0.7, -2.3, 3.2], [-0.6, -0.1, -0.9], [0.1, -0.5, 0.1], [0.3, -0.3, 0.0], [-0.2, -0.6, 0.0], [0.1, 0.4, 0.2], [0.4, -0.3, -0.1], [0.6, 0.1, 0.6], [-0.1, 0.4, 0.1], [-0.3, -0.3, -0.4], [0.4, -0.8, 0.2], [-0.2, 0.1, 0.7], [0.3, -0.3, -0.9], [-0.7, 0.2, 1.0], [0.0, 0.2, 0.1], [0.1, 0.0, 0.3], [-0.2, 0.0, 0.0], [-0.1, 0.3, 0.0], [-1.1, 0.3, -0.3], [-0.4, -0.3, -0.1], [-0.4, -0.1, -0.1], [-0.2, 0.0, -0.2], [0.7, -0.1, 0.1], [0.1, 0.0, 0.4], [1.1, -1.0, 1.2], [0.4, 0.2, 0.9], [-0.5, 0.4, 0.3], [0.4, -0.1, 0.0], [0.0, -0.1, 0.4], [-0.9, -0.5, 0.0], [0.9, -0.6, -0.3], [-0.9, -0.5, 0.6], [0.9, 0.2, 0.2], [0.2, 0.0, -0.3], [-0.3, -0.3, -0.6], [-0.3, 0.1, 0.2], [-0.4, -0.4, 0.2], [0.4, 0.0, 0.7], [-0.6, 1.0, -0.3], [0.5, -0.1, 0.0], [-0.1, 0.1, 0.4], [-0.9, -0.5, -0.2], [-0.2, -0.3, -0.6], [0.8, 0.6, 0.6], [0.5, -0.4, 0.2], [-0.3, 0.2, 0.0], [0.1, 0.2, -0.3], [-0.1, 0.7, 0.0], [-0.4, 0.5, -0.2], [0.3, -0.2, 0.3], [0.0, -0.8, -0.2], [-0.2, 0.3, 0.3], [-0.6, 0.3, -0.1], [0.9, -0.5, -0.2], [0.3, -0.7, -0.3], [0.8, 0.3, -0.1], [-0.6, -0.5, 0.2], [0.5, -0.5, 0.3], [0.2, 0.1, -0.4], [0.0, -0.4, 0.1], [0.2, -0.2, 0.1], [0.5, -0.2, 0.2], [0.1, 0.1, -0.2], [-0.2, 0.2, 0.4], [0.3, -0.1, -0.6], [0.1, 0.1, 0.3], [-0.4, 0.1, -0.3], [0.2, 0.3, 0.1], [0.1, -0.3, -0.2], [0.2, 0.0, -0.1], [-0.3, 0.1, -0.7], [0.1, -0.7, -0.2], [0.1, -0.3, -0.4], [-0.2, -0.3, 0.3], [-0.8, -0.9, -0.6], [0.4, -0.4, -0.6], [-0.4, 0.3, -0.2], [0.0, -0.1, 0.4]], "mulliken_charge": [-0.2697, -0.1712, -0.2107, -0.4989, -0.7746, -0.4192, -0.5602, -0.0116, -1.0415, -0.6940, -0.6806, -0.4116, -0.7372, 1.8175, -0.7058, -0.0454, -0.7292, -0.7530, -0.7676, -0.6837, -0.8489, -0.3975, 0.0050, 0.3689, 0.2647, -0.1594, -0.6356, -0.2174, -0.2246, -0.2933, 0.1476, -0.3132, 0.0060, -0.5693, -0.3144, -0.2656, -0.5134, 0.5596, 0.2452, -1.0971, 0.4139, -1.1397, 1.4434, -1.2181, -0.1828, 0.4543, -1.4777, -0.6757, -0.6295, 0.3828, 0.6723, -0.9780, 1.4525, -0.0605, -0.7156, 0.7919, 0.3520, 0.7627, 2.0603, 0.5318, 0.0950, 0.3181, 0.3635, 0.1135, -0.0915, 0.2217, 0.1275, 0.2072, 0.2520, -0.0396, 0.2810, 0.2164, 0.0953, -0.4523, 0.4341, 0.3799, 0.3099, 0.1417, 0.5144, -0.2345, 0.2132, 0.2434, 0.3119, 0.4895, -0.4586, 0.1766, 0.2217, 0.4649, 0.3971, -0.0648, 0.2812, -0.5775, 0.1170, -0.2768, 0.3281, 0.1764, 0.1021, -0.3210, -0.2916, 0.2367, 0.0443, 0.3442, 0.1845, 0.2772, -0.8505, 0.3086, 0.4203, 0.1742, 0.3960, -1.1910, -0.4428, 0.2251, -0.4469, 0.0602, 0.2313, 0.4116, 0.2916, 0.2497, 0.6250, 0.0183, 0.2030, -0.0946, 0.2093, 0.1695, 0.0667, 0.4622, 0.3944, 0.1628, 0.2882, -0.1231, 0.2615, 0.1112, 0.2656, 0.3559, -0.2311, 0.1614, 0.3442]}